Formula: C4H11NO
Source: the OMol25 dataset
Level of theory: ωB97M-V/def2-TZVPD

HOMO-LUMO gap (eV): 10.8
DFT total energy (a.u.): -288.96421
HOMO (eV): -9.99
F_max (Eh/bohr): 0.0826
Structure (SMILES): CC(N)=O.CC

```
17
C4H11NO | the OMol25 dataset | ωB97M-V/def2-TZVPD
C -0.20706 0.01195 2.71163
C -0.37452 -0.57970 1.27908
N 0.30795 -1.79318 1.11342
O -1.38214 -0.42800 0.65590
H -1.23519 0.51493 2.79381
H 0.57201 0.65809 2.93291
H -0.25095 -0.93099 3.35315
H 0.31623 -2.26568 0.20051
H 1.05878 -2.00238 1.66549
C -0.12924 1.60138 -2.13887
C 0.34540 0.02943 -1.99327
H 0.00503 2.17259 -1.10637
H 0.55354 2.06047 -2.82180
H -1.10382 1.68620 -2.52614
H 1.45522 0.09441 -1.87627
H 0.22725 -0.31131 -3.01263
H -0.15847 -0.51822 -1.23055
```

Löwdin population analysis, charges in e, atoms 1 to 8:
1 C 0.003
2 C -0.567
3 N 0.135
4 O 0.044
5 H 0.107
6 H 0.035
7 H 0.102
8 H 0.112